73
Properties=species:S:1:pos:R:3:forces:R:3 method="wB97M-V/def2-TZVPD" e_homo_ev="-13.67 / -13.63" lumo_ev="-7.89 / -7.89" e_tot_ha=-4098.11778 homo_lumo_gap_ev="5.8 / 5.7" relative_energy_kj_mol=0.0 spin_multiplicity=2 total_charge=+2
H -0.708972 -5.131884 -1.801499 0.0 0.0 0.0
H -2.712740 -1.820604 2.958457 0.0 0.0 0.0
C 1.945319 -0.432028 -0.587327 0.7 0.3 0.3
C 0.636660 1.627485 -3.027426 0.1 0.2 0.0
H 1.087355 -4.089929 1.944195 0.0 0.0 0.0
H -0.376106 -0.962235 -3.195216 0.0 0.0 0.0
H -4.883122 2.373382 0.165961 0.0 0.0 0.0
O -2.125774 -0.186448 0.734028 0.3 0.2 0.5
C -0.644457 -2.957198 1.405555 -0.1 0.0 0.0
C -1.938014 6.598171 -1.966583 0.0 0.0 0.0
H 1.175430 3.560960 -2.218324 0.0 0.0 0.0
Sb -1.096968 1.825470 -1.837338 0.3 -0.2 0.0
C -4.052139 1.353587 -1.524041 0.0 0.0 0.0
H -4.052054 -2.743125 2.203627 0.0 0.0 0.0
C 4.230005 -1.031805 -0.947428 0.1 0.3 0.3
H 0.802723 -1.500074 -4.381212 0.0 0.0 0.0
C 2.370711 0.647546 0.231924 0.1 -0.6 -0.2
C 4.652697 0.052493 -0.088777 -0.3 -0.2 -0.2
C 1.493175 2.711017 -2.812788 0.0 0.1 0.0
H -4.209509 -0.982609 2.430375 0.0 0.0 0.0
H -6.135897 1.045540 -1.180555 0.0 0.0 0.0
C 0.187989 -0.655117 -4.079599 -0.1 0.0 0.0
Cl 5.418100 -2.015929 -1.661673 0.0 -0.1 0.0
H -2.276514 3.776247 -3.782439 0.0 0.0 0.0
Cl 2.356645 -2.573039 -2.164452 0.0 -0.1 0.0
H -0.635797 -2.368336 2.314930 0.0 0.0 0.0
H -6.426953 -0.582919 -2.997047 0.0 0.0 0.0
O 0.654192 -0.514798 -0.731274 -0.4 0.2 0.2
C -0.458890 4.175571 0.542616 0.1 -0.1 0.0
C -1.410161 3.895123 -1.805946 0.0 0.1 0.2
S -2.879260 -1.555360 0.581052 -0.1 -0.1 -0.2
C -1.630790 -2.779459 0.433566 0.1 0.0 0.0
C -1.660794 -3.539182 -0.729149 0.0 0.0 0.0
Cl 4.146454 2.179050 1.531962 0.0 0.0 0.0
C -3.515317 -1.794505 2.226129 0.0 -0.1 0.0
H -2.727887 6.186483 -3.919209 0.0 0.0 0.0
H -4.493264 -1.198132 -4.427977 0.0 0.0 0.0
C -2.268325 5.775122 -3.031199 0.0 0.0 0.0
C 1.045369 0.544880 -3.807535 0.0 -0.1 0.0
C 0.289139 -4.703411 0.045782 0.1 0.0 0.0
C -2.963976 0.983205 -2.334644 -0.2 0.0 0.1
H -3.807508 3.376380 -0.799406 0.0 0.0 0.0
C 3.729750 0.881961 0.510549 0.0 -0.1 -0.3
C -3.963122 2.367057 -0.415506 0.0 0.1 0.1
H -3.146420 2.150820 0.281392 0.0 0.0 0.0
H -2.433497 -3.377143 -1.470255 0.0 0.0 0.0
H -2.139774 7.659043 -2.020536 0.0 0.0 0.0
C 0.320491 -3.923486 1.200607 0.0 0.0 0.0
C -5.451541 -0.153655 -2.813620 0.0 0.0 0.0
C 2.319403 0.597199 -4.369728 0.0 0.0 0.0
Cl 6.311146 0.296073 0.175608 0.1 0.0 0.0
C -5.284523 0.762408 -1.786755 0.0 0.0 0.0
C -3.131676 0.065669 -3.365792 0.1 0.0 -0.1
O 1.380074 1.353340 0.712591 -0.7 -0.1 -0.2
C -1.347683 6.070135 -0.828112 0.0 0.0 0.0
H 1.041589 -5.466542 -0.099638 0.0 0.0 0.0
Tc -0.388751 0.672132 0.431786 0.2 -0.2 -0.5
H 2.648750 -0.230532 -4.984915 0.0 0.0 0.0
H -0.032314 4.976917 1.143037 0.0 0.0 0.0
C -0.691946 -4.517427 -0.912312 -0.1 0.0 0.0
H 0.350705 3.468780 0.347043 0.0 0.1 0.0
H -1.094043 6.726196 -0.005328 0.0 0.0 0.0
H -0.508903 -0.457270 -4.898179 0.0 0.0 0.0
C -1.069129 4.710442 -0.722958 -0.1 0.0 0.0
C -4.373976 -0.500559 -3.610645 0.0 0.0 0.0
H 4.152369 1.674890 -4.614355 0.0 0.0 0.0
H -1.214601 3.679543 1.165597 0.0 0.0 0.0
C 3.170953 1.670404 -4.159689 0.0 0.0 0.0
C -2.006150 4.416978 -2.949911 0.0 0.0 0.0
C 2.760279 2.734721 -3.373515 0.0 0.0 0.0
H 3.410719 3.581811 -3.204969 0.0 0.0 0.0
H -2.304770 -0.207268 -4.004377 0.0 0.0 0.1
C 2.898160 -1.281095 -1.187966 -0.2 0.2 0.1